Entry 1:
The following is a quantum chemistry calculation of C5H12O2 in the gas phase in a non-equilibrium geometry, from the Open Molecules 2025 dataset.

XYZ file:
```
19
Properties=species:S:1:pos:R:3:forces:R:3
H -0.658294 -1.710776 1.259220 -0.30 -0.11 -0.54
H -0.800212 -0.351720 -1.759441 -0.08 -0.07 0.03
H -0.501255 1.080723 0.153292 0.42 -0.27 0.18
H 2.917186 1.172755 -1.761646 0.11 -0.06 0.07
C -0.087687 0.044178 0.223463 -0.48 -0.15 -0.37
H -2.001531 0.885735 2.180821 -0.08 -0.21 -0.20
C 1.052354 0.628580 -1.945806 -0.26 -0.01 -0.26
H -2.298421 -0.734370 2.848609 0.01 0.11 -0.24
H -1.977975 -1.086663 0.074361 1.36 0.87 2.55
H 1.046083 0.408272 -3.019492 0.15 0.05 0.01
C -1.170035 -0.794631 0.927034 -0.09 -0.24 -0.40
H -0.716377 0.011293 2.985170 -0.22 -0.30 -0.81
C -1.578466 -0.119643 2.295109 -0.21 -0.14 -0.43
H 1.854382 0.163977 0.402771 -0.32 0.03 0.21
H 0.597606 -1.372396 -1.401845 -0.22 0.35 0.51
O 1.101739 -0.000740 0.998813 -0.04 0.10 -0.12
C 0.159442 -0.368333 -1.237509 -0.12 0.15 -0.11
O 2.359469 0.475432 -1.404244 0.37 0.22 -0.17
H 0.701994 1.668326 -1.818680 0.00 -0.32 0.10
```
Positions in Å, forces in eV/Å.

Calculated values
- ΔE to the lowest compared entry with this formula, charge and spin: 111.6 kJ/mol
- Largest force on an atom: 3.0 eV/A
- Charge: 0
- Orbital gap: 10.56 eV
- SMILES string: CC[C@@H](O)CCO
- LUMO energy: 0.75 eV

Entry 2:
The following is a quantum chemistry calculation of 3 unconnected molecules or ions with the total composition C5H12O2 in a non-equilibrium geometry, from the Open Molecules 2025 dataset.

XYZ file:
```
19
Properties=species:S:1:pos:R:3:forces:R:3
H -2.115709 -2.859867 0.710910 0.58 0.20 0.44
H 2.354709 2.856630 0.968968 1.01 0.73 2.09
H -0.735215 -2.670975 1.879149 0.79 -0.50 0.14
H 1.161794 -2.590221 0.015721 1.10 -1.05 0.25
H -1.789322 -1.302906 1.516921 0.23 -0.92 0.05
H -0.297038 -0.075151 -2.700142 -0.32 0.06 1.43
C -1.294852 -2.216390 1.096929 -0.90 2.26 -2.68
H -0.010646 2.716772 0.351399 1.46 -0.89 -0.06
C -1.081801 0.257878 -1.960836 0.96 -1.70 0.07
H -1.467540 1.179499 -2.398765 -0.98 -0.35 0.84
H -2.313774 -0.333464 -0.271293 0.33 0.69 -0.26
C -0.544439 -1.575270 -0.181398 -1.18 -0.07 0.07
O 2.928180 3.265294 1.719285 -1.00 -0.74 -2.31
H 1.251977 -1.245485 -1.279881 -0.37 -0.69 -0.06
C 0.679895 -1.902460 -0.612875 -0.84 1.63 0.72
C -1.385816 -0.476599 -0.836613 0.57 0.46 -0.96
H 3.624584 3.689241 1.199396 0.02 0.02 0.35
O 0.759631 2.076924 0.327048 -2.56 -0.43 0.20
H 0.275373 1.206558 0.456080 1.10 1.30 -0.33
```
Positions in Å, forces in eV/Å.

Calculated values
- ΔE to the lowest compared entry with this formula, charge and spin: 269.4 kJ/mol
- Largest force on an atom: 3.6 eV/A
- Charge: 0
- Orbital gap: 9.49 eV
- SMILES string: C=CC(=C)C.O.O
- LUMO energy: 0.38 eV

Entry 3:
The following is a quantum chemistry calculation of a molecular structure, C5H12O2 in a non-equilibrium geometry, from the Open Molecules 2025 dataset.

XYZ file:
```
19
Properties=species:S:1:pos:R:3:forces:R:3
H -0.819431 -2.172994 -0.200505 -0.04 0.36 -0.03
H 1.736581 -0.650920 2.895545 0.10 -0.75 -0.72
H -1.040045 -0.542893 1.712638 -0.38 -0.43 0.01
H 1.491875 -1.760882 -0.275150 -0.04 0.09 0.62
C 1.539315 0.321739 -0.568746 -0.23 -0.71 1.02
C -1.392535 -0.289289 0.713814 -0.56 0.46 0.49
H 1.091060 -0.633029 1.062743 1.11 1.01 5.64
H -2.465944 1.286684 -2.323610 0.11 0.05 -0.07
C 0.927630 1.536115 -0.805723 -0.76 -0.55 0.54
H 1.506079 2.456069 -0.717557 -0.07 -0.22 -0.69
O -1.750554 1.243724 -1.679975 0.25 -0.25 0.03
H 2.616815 0.281093 -0.489186 0.16 0.06 0.06
H -2.466723 -0.423286 0.593527 0.07 -0.18 0.14
H -0.993565 -0.777844 -1.317090 0.23 0.66 -0.52
H -1.247594 0.792810 0.665345 0.12 -0.30 -0.46
O 1.196797 -0.224189 2.216087 -0.62 0.28 -2.02
C 0.858160 -0.875500 -0.148832 -0.53 0.12 -5.94
H -0.161355 1.529799 -0.997035 0.18 0.48 -0.02
C -0.626567 -1.097207 -0.336291 0.89 -0.19 1.91
```
Positions in Å, forces in eV/Å.

Calculated values
- ΔE to the lowest compared entry with this formula, charge and spin: 792.8 kJ/mol
- Largest force on an atom: 6.0 eV/A
- Charge: 0
- Orbital gap: 4.55 eV
- LUMO energy: -3.59 eV

Entry 4:
The following is a quantum chemistry calculation of 3 unconnected molecules or ions with the total composition C5H12O2 in a non-equilibrium geometry, from the Open Molecules 2025 dataset.

XYZ file:
```
19
Properties=species:S:1:pos:R:3:forces:R:3
C -2.707580 0.857526 0.124893 1.53 -1.29 -1.18
H -2.866148 1.389038 1.048805 -0.81 0.22 -0.20
H -0.901686 0.842584 2.086976 -0.16 0.61 -0.41
H -3.327654 0.745724 -0.756096 -0.66 0.56 0.37
C -1.486702 0.248654 0.035701 0.38 1.10 2.43
H 0.342785 -1.885438 -1.887424 -0.31 0.34 -0.61
C 0.280644 -1.030197 -1.219118 -1.43 -0.67 -0.31
C -1.052105 -0.457708 -1.083321 -0.36 -1.98 -0.18
O 2.179992 1.035863 -0.661288 0.43 0.17 -0.65
H 0.394755 0.767199 0.801431 0.32 0.27 0.47
H 0.951830 -0.206667 -1.533945 0.56 0.17 0.56
C -0.520765 0.347819 1.193413 -0.27 -0.37 0.01
O 2.098937 -0.645048 1.301661 0.03 0.23 -0.61
H 2.366211 0.391396 0.117580 -0.21 -0.39 0.49
H -0.219955 -0.618632 1.603480 0.12 -0.16 -0.54
H 2.744404 -0.608629 2.008100 0.17 -0.13 0.05
H -1.877444 -0.805493 -1.711687 0.34 0.45 -0.58
H 2.978517 1.066119 -1.210540 -0.27 0.02 0.38
H 0.621970 -1.434108 -0.258615 0.58 0.83 0.52
```
Positions in Å, forces in eV/Å.

Calculated values
- ΔE to the lowest compared entry with this formula, charge and spin: 531.9 kJ/mol
- Largest force on an atom: 2.7 eV/A
- Charge: 0
- Orbital gap: 4.24 eV
- LUMO energy: -2.92 eV

Entry 5:
The following is a quantum chemistry calculation of a molecular structure, C5H12O2 in a non-equilibrium geometry, from the Open Molecules 2025 dataset.

XYZ file:
```
19
Properties=species:S:1:pos:R:3:forces:R:3
H 3.224152 -0.529193 0.996187 0.18 -0.14 0.27
H 2.167636 0.539023 1.930630 -0.11 -0.34 -0.15
H -1.461098 -0.798097 -2.199951 0.12 0.29 0.35
C 2.324958 -0.498399 1.612404 0.38 -0.25 0.29
H 0.790393 0.266693 -1.403330 0.19 -0.30 -0.20
C -1.728683 0.221354 -1.889087 0.25 0.16 0.20
C 0.451367 -0.199345 -0.467469 0.86 -0.56 -0.12
H -0.108721 0.452099 1.546034 -0.09 -0.11 -0.53
H -1.458840 -1.247744 0.324543 -0.15 0.16 -0.07
H -1.757506 1.502975 -0.146773 -0.65 0.24 0.19
C -1.425563 0.508104 -0.383663 -0.53 0.70 0.28
H -1.278374 0.929327 -2.591638 0.05 0.01 0.24
O -2.032056 -0.448674 0.397426 0.03 0.02 0.11
H 1.526372 -0.950204 1.027806 0.53 0.19 0.68
C 0.185555 0.762118 0.541284 -1.20 0.13 -0.77
O 0.282492 -1.420651 -0.345265 0.03 0.04 -0.50
H 0.720864 1.723944 0.540670 -0.73 -0.25 -0.65
H -2.822241 0.303776 -1.989739 0.34 0.05 0.18
H 2.399286 -1.117105 2.499927 0.52 -0.05 0.20
```
Positions in Å, forces in eV/Å.

Calculated values
- ΔE to the lowest compared entry with this formula, charge and spin: 339.5 kJ/mol
- Largest force on an atom: 1.4 eV/A
- Charge: 0
- Orbital gap: 10.35 eV
- LUMO energy: 0.88 eV

Entry 6:
The following is a quantum chemistry calculation of 3 unconnected molecules or ions with the total composition C5H12O2 in a non-equilibrium geometry, from the Open Molecules 2025 dataset.

XYZ file:
```
19
Properties=species:S:1:pos:R:3:forces:R:3
H 2.467162 0.328817 1.850975 -0.14 0.05 -0.02
H 0.597914 -1.492089 -2.053936 -0.12 -0.10 -0.05
H -0.686358 -0.905461 1.945149 0.03 0.02 -0.05
H -2.236819 -0.635396 1.141703 0.05 0.10 0.03
C -1.203113 0.639329 -1.145840 -0.11 -0.09 -0.14
H -2.092432 0.128200 -1.520317 0.06 0.18 0.05
C -0.579254 -0.233461 -0.103729 -1.30 -2.11 -0.94
C 0.638138 -0.854509 -0.305484 2.59 3.19 1.05
O 1.676325 0.861486 1.708542 0.20 0.07 0.26
O 1.244689 -0.978503 -1.526689 -0.63 -0.17 0.32
H -1.269902 0.746979 1.664349 0.06 0.03 -0.04
H -0.903126 -1.988527 -0.895225 -0.58 0.62 0.12
H -1.510218 1.595613 -0.718597 0.04 0.01 0.04
C 1.430445 0.968713 0.355268 0.16 -1.64 -0.67
H 0.844557 1.857437 0.146903 -0.23 -0.16 -0.03
H -0.532497 0.807390 -1.986731 0.03 -0.01 0.03
C -1.217423 -0.260855 1.247715 -0.09 -0.18 -0.03
H 2.295951 0.887483 -0.298418 0.11 0.20 0.12
H 1.035960 -1.472645 0.494361 -0.15 -0.04 -0.04
```
Positions in Å, forces in eV/Å.

Calculated values
- ΔE to the lowest compared entry with this formula, charge and spin: 592.1 kJ/mol
- Largest force on an atom: 4.2 eV/A
- Charge: 0
- Orbital gap (spin up / spin down): 7.17 / 7.17 eV
- LUMO energy (spin up / spin down): 0.51 / 0.51 eV

Calculated calculated total energy (eV), listed in the same order as above: -9473.979, -9472.343, -9466.919, -9469.623, -9471.617, -9468.998